Record 1
The following is a DFT calculation (wB97M-V/def2-TZVPD) of a 3-piece molecular cluster, C20H17F9N2O9 overall in a non-equilibrium geometry.

XYZ file:
```
57
C20H17F9N2O9, DFT wB97M-V/def2-TZVPD
O -0.50940 -2.83820 -2.45946
N -1.44044 -2.15937 -2.48250
O -1.09077 -0.81765 -2.05030
C -1.88240 -0.43632 -0.98712
C -1.34477 0.03318 0.22221
C -2.13743 0.41618 1.26996
C -3.53920 0.34014 1.21203
C -4.40937 0.73479 2.38366
C -3.94120 -0.17873 3.60227
C -3.63446 -1.72045 3.17779
O -4.83514 -1.12528 4.01814
C -4.06360 -0.10034 0.03102
C -3.26228 -0.50576 -1.06236
C -4.18902 -0.95306 -2.20328
O -3.97759 -1.53365 -3.22744
N -5.45545 -0.54441 -1.71676
C -6.55165 -0.33616 -2.60758
F -6.11152 0.26142 -3.73670
F -7.03469 -1.52655 -3.00809
F -7.49609 0.43921 -2.11502
C -5.54711 -0.27349 -0.34784
O -6.49988 -0.22956 0.38053
H -0.27244 0.10841 0.40289
H -1.71730 0.79803 2.19999
H -4.24110 1.75979 2.73502
H -5.46273 0.48170 2.26339
H -3.27510 0.27105 4.35411
H -3.82675 -2.66753 3.70725
H -2.63106 -1.59136 3.72798
C 1.68643 2.20232 -2.41720
C 2.96064 2.16592 -1.61198
O 3.23319 3.45283 -1.03325
C 2.49481 3.71631 0.03378
O 1.67114 2.98011 0.49691
C 2.87552 5.07845 0.62581
F 2.95067 6.02637 -0.31631
F 4.07070 5.02118 1.23086
F 1.98886 5.48735 1.53142
H 1.72978 2.98221 -3.17937
H 1.52244 1.23958 -2.90159
H 0.82728 2.42249 -1.78415
H 3.80299 1.92618 -2.25672
H 2.91923 1.41122 -0.84016
C 6.17138 -3.10453 2.08648
C 5.03119 -3.42101 1.14180
O 4.66077 -2.26690 0.36317
C 5.45426 -1.97866 -0.66121
O 6.42607 -2.59023 -0.98599
C 4.91292 -0.75672 -1.41256
F 4.58857 0.24553 -0.57843
F 3.80550 -1.06218 -2.10685
F 5.79601 -0.27237 -2.28106
H 5.91646 -2.25249 2.71836
H 6.39099 -3.96337 2.71984
H 7.07559 -2.83947 1.53942
H 4.14585 -3.69899 1.71047
H 5.27071 -4.25718 0.48471
```

As for the SMILES: O=NOc1ccc(C[C@@H]2CO2)c2c1C(=O)N(C(F)(F)F)C2=O.CCOC(=O)C(F)(F)F.CCOC(=O)C(F)(F)F. The LUMO energy comes out at -0.0260 hartree. The value obtained for the maximum force is 0.072 hartree/bohr.

=====

Record 2
The following is a DFT calculation (wB97M-V/def2-TZVPD) of a 3-piece molecular cluster, C5H6O2 overall in a non-equilibrium geometry.

XYZ file:
```
13
C5H6O2, DFT wB97M-V/def2-TZVPD
O 0.97228 2.72018 0.68049
C 1.24585 1.62092 0.62425
C 2.08174 -1.01990 -0.46629
O 1.65636 -1.13623 -1.58882
C -1.16793 -0.24139 -0.69955
C -1.54011 -0.38344 0.74595
C -1.86600 0.72860 -0.20363
H 1.47694 -1.26577 0.42853
H 3.11518 -0.66807 -0.26932
H -0.62558 -0.69422 -1.51237
H -0.78447 -0.24521 1.52518
H -2.31262 -1.09651 1.03171
H -2.36176 1.67765 -0.32476
```

The LUMO energy comes out at 0.0283 hartree. The value obtained for the relative energy (zero: lowest compared OMol25 entry of this formula, charge and spin) is 90.9 kcal per mole. The value obtained for the maximum force is 0.027 hartree/bohr.

=====

Record 3
The following is a DFT calculation (wB97M-V/def2-TZVPD) of an isolated ion of composition C8H7BrClN2 and charge +1 in a non-equilibrium geometry.

XYZ file:
```
19
C8H7BrClN2, DFT wB97M-V/def2-TZVPD
C -0.68918 1.19558 2.91247
C -1.95528 0.97058 2.34215
C 0.45607 0.92557 2.22742
C -2.03127 0.45699 1.06749
C 0.55602 -0.49317 -1.26917
C -0.84286 0.18178 0.37851
C 1.40516 0.09105 0.14975
C 1.11874 -1.03030 -2.49622
N -0.69531 -0.33361 -0.87044
N 0.38902 0.42119 0.95556
Cl -3.52300 0.13071 0.27371
Br 3.21367 0.27247 0.40731
H -0.62442 1.59094 3.91334
H -2.85047 1.19254 2.89769
H 1.44243 1.08445 2.63244
H 0.60862 -1.95386 -2.77688
H 0.99965 -0.31860 -3.31767
H 2.18004 -1.23144 -2.37986
H -1.50781 -0.57034 -1.43392
```

As for the SMILES: Cc1[nH]c2c(Cl)ccc[n+]2c1Br. The LUMO energy comes out at -0.1438 hartree. The value obtained for the relative energy (zero: lowest compared OMol25 entry of this formula, charge and spin) is 12.5 kcal per mole. As for the charge: +1. The value obtained for the maximum force is 0.147 hartree/bohr.

=====

Record 4
The following is a DFT calculation (wB97M-V/def2-TZVPD) of C8H8CdCl3N3S2Si as an isolated structure in a non-equilibrium geometry.

XYZ file:
```
26
C8H8CdCl3N3S2Si, DFT wB97M-V/def2-TZVPD
Cd -0.19319 -0.97493 0.78309
C -2.50019 -3.61560 -2.70786
S -1.24282 -2.68609 -3.63722
C -0.47925 -1.88050 -2.23931
S 0.24625 -2.84388 -1.02602
N -0.46445 -0.58315 -2.32682
N -0.01046 0.08596 -1.26059
C 0.55604 1.21747 -1.40598
C 1.09116 1.90041 -0.23245
C 1.79304 3.09423 -0.37586
C 2.34262 3.69200 0.74407
C 2.16851 3.08834 1.97973
C 1.46434 1.89542 2.03486
N 0.94299 1.30955 0.96358
H -2.99296 -4.28097 -3.41259
H -3.21780 -2.91107 -2.29305
H -2.02149 -4.19099 -1.92087
H 0.70552 1.65633 -2.38863
H 1.90887 3.52988 -1.35940
H 2.90427 4.61237 0.65628
H 2.57744 3.52342 2.88004
H 1.31276 1.38473 2.97927
Cl -1.98559 -3.62879 3.27035
Si -1.37384 -1.71411 2.89079
Cl -0.41082 -1.09858 4.60793
Cl -3.12093 -0.58147 2.79664
```

The LUMO energy comes out at -0.0424 hartree. The value obtained for the relative energy (zero: lowest compared OMol25 entry of this formula, charge and spin) is 8.0 kcal per mole. The value obtained for the maximum force is 0.021 hartree/bohr.

=====

Record 5
The following is a DFT calculation (wB97M-V/def2-TZVPD) of a single C3H2N4O molecule in a non-equilibrium geometry.

XYZ file:
```
10
C3H2N4O, DFT wB97M-V/def2-TZVPD
C 0.06513 -0.25932 0.81446
C 1.38325 -0.01263 0.02277
C -1.39878 -0.30262 0.33554
H 2.39366 -0.27971 0.39662
H -2.21063 -0.61253 1.09536
N 1.42833 0.64274 -0.99753
N 0.22627 1.15761 -1.21160
N -0.43736 0.15185 -1.50429
N -1.75867 0.12819 -0.86357
O 0.30880 -0.61359 1.91224
```

As for the SMILES: O=c1cnnnnc1. The LUMO energy comes out at -0.0443 hartree. The value obtained for the relative energy (zero: lowest compared OMol25 entry of this formula, charge and spin) is 101.7 kcal per mole. The value obtained for the maximum force is 0.121 hartree/bohr.

=====

Record 6
The following is a DFT calculation (wB97M-V/def2-TZVPD) of a 5-piece molecular cluster, C33H33BO13 overall in a non-equilibrium geometry.

XYZ file:
```
80
C33H33BO13, DFT wB97M-V/def2-TZVPD
C 3.83118 -6.33126 0.62693
C 3.01885 -5.09066 0.21844
B 3.69092 -4.22562 -0.93147
O 4.47147 -4.77867 -1.91944
C 3.38930 -2.63391 -0.94317
O 2.04944 -2.46117 -1.44691
C 1.46492 -1.30642 -1.02365
O 1.68782 -0.30690 -1.56529
C 0.49580 -1.31580 0.12940
C 0.24634 -2.66373 0.79119
C -0.87557 -3.46222 0.16099
O -1.99745 -2.58385 -0.03458
C -2.80384 -2.93903 -1.06417
C -3.37638 -4.32951 -1.10684
O -3.05284 -2.16171 -1.89681
H 3.46696 -6.66294 1.59401
H 4.89023 -6.13883 0.75316
H 3.64115 -7.14591 -0.05958
H 2.96040 -4.43325 1.08082
H 2.01816 -5.34777 -0.12129
H 5.37844 -4.95946 -1.64301
H 4.12776 -2.11692 -1.55095
H 3.46595 -2.30438 0.09266
H 0.95127 -0.67488 0.87972
H -0.42335 -0.82209 -0.14010
H -0.04437 -2.46755 1.81680
H 1.13940 -3.27314 0.82161
H -0.57425 -3.96097 -0.75560
H -1.17846 -4.20948 0.89215
H -3.65418 -4.64550 -0.10785
H -2.61522 -5.02563 -1.44250
H -4.20756 -4.33177 -1.78792
C -0.90846 2.21411 3.00087
C -0.93595 0.90335 2.78520
C -0.41369 -0.05408 3.78332
O -0.43727 -1.25222 3.57576
C 0.14220 0.49846 5.04414
C 0.17103 1.80955 5.26568
C -0.35356 2.77010 4.25866
O -0.32980 3.96650 4.46560
H -1.29018 2.92564 2.27784
H -1.34049 0.47840 1.87553
H 0.51828 -0.22039 5.76162
H 0.57216 2.23531 6.17725
C -1.65405 4.43446 -1.21535
C -1.45816 4.92386 -2.43549
C -0.45585 4.32249 -3.35103
O -0.27877 4.77281 -4.46579
C 0.31701 3.15768 -2.85740
C 0.11886 2.66869 -1.63453
C -0.88065 3.26877 -0.72253
O -1.06746 2.82379 0.39607
H -2.37911 4.85659 -0.53064
H -2.01225 5.77282 -2.81592
H 1.04341 2.73657 -3.54666
H 0.67219 1.81693 -1.25836
C -3.94163 2.41062 5.47842
C -4.27280 2.65966 6.74255
C -5.18271 1.75760 7.49208
O -5.48653 1.98448 8.64346
C -5.70713 0.56667 6.77752
C -5.37588 0.31728 5.51348
C -4.46647 1.21933 4.76426
O -4.15966 0.99311 3.61372
H -3.28002 3.05734 4.91444
H -3.90002 3.52223 7.28029
H -6.36818 -0.07880 7.34178
H -5.74783 -0.54540 4.97544
C 2.34069 3.78170 -8.04372
C 2.01549 3.47539 -6.79022
C 2.89612 2.61986 -5.95812
O 2.59929 2.33846 -4.81506
C 4.15093 2.12066 -6.57114
C 4.47480 2.42718 -7.82407
C 3.59499 3.28316 -8.65977
O 3.89258 3.56353 -9.80114
H 1.71326 4.40396 -8.66892
H 1.10604 3.83120 -6.32002
H 4.77808 1.49887 -5.94484
H 5.38487 2.07264 -8.29104
```

As for the SMILES: CCB(O)COC(=O)CCCOC(C)=O.O=C1C=CC(=O)C=C1.O=C1C=CC(=O)C=C1.O=C1C=CC(=O)C=C1.O=C1C=CC(=O)C=C1. The LUMO energy comes out at -0.0554 hartree. The value obtained for the maximum force is 0.083 hartree/bohr.

=====

Record order is preserved below.
Frontier orbital gap: 8.087 10.238 7.959 7.174 9.067 8.272 eV